C21H34N4O4S | ωB97M-V/def2-TZVPD

Output
**Highest occupied orbital energy**: -8.671 eV
**E_tot**: -1738.78037 a.u.
**LUMO**: 0.7 eV

```
64
C21H34N4O4S, DFT ωB97M-V/def2-TZVPD
C -3.583 -1.966 -2.422
N -3.047 -1.570 -1.137
C -4.100 -1.237 -0.189
C -4.494 0.234 -0.347
N -3.321 1.052 -0.153
C -3.319 2.193 0.555
O -4.324 2.684 1.029
C -1.935 2.815 0.767
C -1.152 3.002 -0.536
C 0.267 3.497 -0.246
N 0.962 2.663 0.716
S 1.544 1.240 0.080
O 1.923 0.400 1.176
O 0.680 0.675 -0.917
N 2.854 1.874 -0.736
C 3.924 2.319 0.139
C 4.832 1.156 0.550
O 5.310 0.461 -0.583
C 4.242 -0.056 -1.346
C 3.342 1.076 -1.848
C 0.247 2.524 1.971
C -1.145 1.941 1.749
C -2.067 -2.516 -0.628
C -1.077 -1.834 0.328
C 0.097 -2.726 0.606
C 1.230 -2.648 -0.194
C 2.313 -3.477 0.037
C 2.273 -4.400 1.069
C 1.147 -4.488 1.868
C 0.066 -3.655 1.637
H -4.267 -1.199 -2.780
H -4.125 -2.924 -2.381
H -2.768 -2.057 -3.138
H -3.727 -1.386 0.825
H -4.989 -1.874 -0.321
H -5.239 0.528 0.395
H -4.911 0.411 -1.345
H -2.472 0.649 -0.524
H -2.102 3.794 1.229
H -1.069 2.059 -1.074
H -1.664 3.723 -1.177
H 0.246 4.514 0.160
H 0.870 3.489 -1.155
H 3.457 2.772 1.013
H 4.502 3.074 -0.405
H 5.716 1.522 1.075
H 4.267 0.473 1.198
H 4.696 -0.594 -2.180
H 3.642 -0.746 -0.735
H 2.471 0.682 -2.370
H 3.906 1.739 -2.511
H 0.188 3.515 2.431
H 0.844 1.866 2.603
H -1.026 0.934 1.346
H -1.678 1.876 2.699
H -1.500 -2.897 -1.480
H -2.540 -3.379 -0.129
H -0.716 -0.923 -0.152
H -1.574 -1.573 1.264
H 1.259 -1.918 -0.989
H 3.192 -3.405 -0.587
H 3.119 -5.047 1.252
H 1.112 -5.205 2.677
H -0.809 -3.723 2.269
```